{"formula": "C27H38ClF15I2O11PS", "method": "ωB97M-V with the def2-TZVPD basis set", "lumo_ev": -3.84, "e_tot_ha": -5172.24922, "homo_energy_ev": -12.369, "total_charge": 1, "de_lowest_ev": 0.000, "gap_ha": 0.31336, "multiplicity": 1, "species": ["C", "C", "C", "C", "S", "C", "I", "C", "C", "I", "P", "O", "Cl", "H", "H", "H", "H", "H", "H", "H", "H", "H", "H", "H", "H", "H", "C", "C", "O", "C", "O", "C", "F", "F", "F", "H", "H", "H", "H", "H", "C", "C", "O", "C", "O", "C", "F", "F", "F", "H", "H", "H", "H", "H", "C", "C", "O", "C", "O", "C", "F", "F", "F", "H", "H", "H", "H", "H", "C", "C", "O", "C", "O", "C", "F", "F", "F", "H", "H", "H", "H", "H", "C", "C", "O", "C", "O", "C", "F", "F", "F", "H", "H", "H", "H", "H"], "positions_angstrom": [[4.5601, 2.0850, 4.6714], [3.9873, 2.6015, 3.3453], [4.1975, 1.6330, 2.1677], [4.2957, 2.3045, 0.8001], [2.9737, 0.3037, 2.4076], [1.3396, 0.7870, 2.0273], [0.8695, 1.5606, 0.1459], [0.3801, 0.5411, 2.9332], [-1.0724, 0.8285, 2.7458], [0.7924, -0.3309, 4.7885], [3.4635, -1.1255, 0.7823], [4.5727, -1.8080, 1.7341], [1.8423, -2.3130, 1.0991], [4.5399, 0.9909, 4.7127], [3.9828, 2.4403, 5.5231], [5.5980, 2.3955, 4.7979], [2.9155, 2.7902, 3.4704], [4.4445, 3.5511, 3.0633], [5.1334, 1.0881, 2.3457], [5.3271, 2.6157, 0.6369], [3.6584, 3.1883, 0.7511], [3.9904, 1.6521, -0.0181], [-1.2610, 1.5364, 1.9393], [-1.4897, 1.2340, 3.6678], [-1.5998, -0.1066, 2.5319], [5.0347, -2.5476, 1.3116], [-2.1433, 4.2859, -1.5119], [-1.5806, 5.5038, -0.8133], [-2.5933, 6.1589, -0.0212], [-2.8559, 5.5899, 1.1430], [-2.3089, 4.6407, 1.6258], [-4.0145, 6.3378, 1.8402], [-5.0242, 6.5056, 0.9805], [-3.6064, 7.5357, 2.2638], [-4.4503, 5.6381, 2.8790], [-2.9894, 4.5568, -2.1432], [-1.3771, 3.8299, -2.1397], [-2.4867, 3.5440, -0.7914], [-1.2499, 6.2507, -1.5305], [-0.7400, 5.2539, -0.1659], [3.6993, -4.5646, 7.9058], [2.5096, -4.2352, 8.7785], [2.7453, -3.0516, 9.5755], [2.6334, -1.8913, 8.9671], [2.3382, -1.6861, 7.8235], [2.9087, -0.7468, 9.9701], [4.0380, -0.9628, 10.6443], [1.8989, -0.6596, 10.8403], [3.0132, 0.4101, 9.3222], [4.5968, -4.6786, 8.5135], [3.5159, -5.4994, 7.3773], [3.8804, -3.7814, 7.1707], [2.3328, -5.0201, 9.5089], [1.5992, -4.0944, 8.1970], [-7.1984, 4.3342, 0.0117], [-6.5415, 4.5572, -1.3310], [-6.0569, 3.3229, -1.9075], [-6.9656, 2.5376, -2.4653], [-8.1365, 2.7383, -2.5696], [-6.2714, 1.2762, -3.0272], [-5.4622, 0.7262, -2.1109], [-5.5271, 1.6051, -4.0916], [-7.1679, 0.3747, -3.3957], [-6.5129, 3.8218, 0.6885], [-7.4666, 5.2940, 0.4509], [-8.1002, 3.7303, -0.0742], [-5.6486, 5.1701, -1.2266], [-7.2109, 5.0470, -2.0371], [0.3500, -3.7754, -1.9159], [-0.5376, -2.5509, -1.9592], [-0.5336, -1.9292, -3.2601], [-1.2693, -2.5301, -4.1873], [-1.9407, -3.5063, -4.0553], [-1.1644, -1.7505, -5.5166], [0.1171, -1.4960, -5.8188], [-1.8074, -0.5830, -5.4126], [-1.6981, -2.4536, -6.5029], [1.3653, -3.5223, -2.2255], [0.3799, -4.1746, -0.9024], [-0.0184, -4.5573, -2.5772], [-0.1663, -1.7760, -1.2901], [-1.5633, -2.7850, -1.6756], [0.4608, -3.4883, -8.7479], [1.8697, -3.6392, -8.2222], [2.1917, -5.0153, -7.9248], [2.4822, -5.7832, -8.9638], [2.5325, -5.4634, -10.1123], [2.8069, -7.2114, -8.4704], [1.8664, -7.6547, -7.6298], [3.9792, -7.2064, -7.8196], [2.8933, -8.0480, -9.4937], [-0.2559, -3.9152, -8.0478], [0.2325, -2.4313, -8.8807], [0.3366, -3.9887, -9.7068], [1.9835, -3.1250, -7.2701], [2.6089, -3.2414, -8.9169]], "atomic_forces_ev_per_a": [[0.05, -0.14, -0.12], [-0.11, -0.10, 0.21], [0.39, 0.56, 0.02], [-0.45, 0.02, -0.04], [0.21, -0.50, 0.02], [-0.17, 0.29, 0.06], [0.11, -0.04, -0.14], [-0.08, 0.03, 0.15], [-0.09, 0.12, -0.02], [0.08, -0.04, 0.14], [-0.05, -0.05, -0.16], [0.10, -0.07, -0.03], [-0.15, 0.00, 0.01], [-0.05, 0.06, 0.03], [0.07, 0.09, -0.02], [-0.05, -0.03, 0.01], [0.04, 0.12, -0.19], [-0.04, 0.00, 0.03], [-0.21, -0.23, 0.05], [-0.02, 0.00, 0.04], [0.02, -0.04, 0.03], [0.19, -0.02, -0.01], [0.02, -0.06, 0.04], [0.01, -0.04, -0.04], [0.04, 0.04, 0.01], [0.13, 0.08, 0.04], [-0.13, -0.04, 0.10], [0.29, -0.08, -0.23], [-0.07, -0.05, 0.09], [0.00, 0.05, -0.04], [0.03, -0.06, 0.03], [0.15, -0.12, -0.06], [-0.12, 0.10, 0.05], [-0.04, 0.01, -0.01], [-0.04, 0.04, 0.03], [0.04, 0.02, -0.05], [0.00, 0.03, -0.03], [0.04, -0.02, 0.01], [-0.10, 0.09, 0.05], [-0.04, -0.04, 0.03], [0.09, 0.15, 0.03], [-0.09, -0.29, -0.11], [0.05, 0.07, 0.02], [-0.02, 0.02, 0.10], [-0.07, -0.02, -0.18], [0.00, -0.07, -0.08], [0.01, 0.04, 0.02], [0.00, 0.03, 0.03], [0.00, 0.04, 0.02], [-0.01, -0.06, 0.01], [-0.01, -0.02, 0.01], [-0.05, -0.01, -0.02], [0.01, 0.06, 0.06], [0.03, 0.09, -0.02], [0.00, -0.22, 0.03], [-0.03, 0.33, 0.10], [0.07, -0.05, 0.03], [0.04, 0.02, -0.03], [-0.04, 0.00, 0.01], [-0.10, 0.07, 0.01], [0.04, -0.05, 0.01], [0.03, -0.03, -0.01], [0.03, -0.02, -0.01], [0.02, 0.07, 0.03], [0.01, 0.02, 0.00], [-0.02, 0.05, -0.08], [0.03, -0.04, -0.03], [-0.05, -0.12, -0.03], [0.05, -0.01, -0.20], [-0.01, -0.06, 0.32], [0.05, 0.02, -0.04], [-0.01, 0.05, 0.00], [-0.02, -0.04, 0.01], [0.02, -0.10, 0.08], [0.01, 0.01, -0.04], [0.00, 0.03, -0.03], [-0.06, 0.08, -0.02], [0.01, 0.02, 0.06], [-0.01, 0.00, 0.01], [-0.06, 0.01, 0.03], [0.01, 0.05, -0.05], [-0.02, -0.04, -0.11], [-0.04, -0.21, -0.07], [-0.02, 0.34, 0.02], [-0.04, -0.06, 0.03], [0.04, 0.00, 0.05], [-0.01, 0.01, -0.05], [-0.04, 0.08, -0.05], [0.00, -0.04, 0.01], [0.02, -0.03, 0.02], [0.02, -0.03, 0.02], [0.00, 0.05, 0.03], [0.00, 0.02, 0.02], [0.07, 0.04, -0.03], [0.02, -0.06, 0.03], [-0.01, -0.10, -0.06]], "lowdin_charge": [-0.087, -0.259, -0.555, -0.127, 0.763, -1.094, 1.029, -0.875, -0.178, 1.030, 0.447, -0.388, 0.308, 0.066, 0.082, 0.085, 0.109, 0.124, 0.120, 0.097, 0.071, 0.026, 0.022, 0.076, 0.103, 0.080, -0.057, -0.187, 0.040, -0.400, 0.151, -0.552, 0.164, 0.182, 0.180, 0.083, 0.079, 0.074, 0.130, 0.116, -0.058, -0.182, 0.046, -0.405, 0.113, -0.554, 0.178, 0.177, 0.169, 0.087, 0.085, 0.073, 0.129, 0.126, -0.058, -0.189, 0.022, -0.404, 0.183, -0.551, 0.156, 0.165, 0.184, 0.082, 0.083, 0.081, 0.107, 0.131, -0.072, -0.202, 0.027, -0.397, 0.185, -0.549, 0.158, 0.174, 0.179, 0.082, 0.063, 0.082, 0.088, 0.131, -0.060, -0.190, 0.031, -0.404, 0.177, -0.552, 0.166, 0.163, 0.182, 0.075, 0.086, 0.081, 0.115, 0.128]}